Entry 1:
A cluster of 2 separate species, C10H16 in total at a distorted geometry. Source: the Open Molecules 2025 dataset; level of theory: ωB97M-V with the def2-TZVPD basis set.

Properties
energy relative to the best compared isomer or geometry (same formula, charge and spin): 54.7 kcal/mol
charge: 0
E_tot: -10627.37102 eV
M: 136.24 g/mol
strongest force on any atom: 0.0987 Eh/bohr

Last column: Löwdin charge in e.
Geometry (Å):
C1 1.9620 1.3442 0.5003  -0.060
C2 1.8681 -0.1644 0.4851  -0.249
C3 1.9703 -0.8443 -0.7617  -0.085
C4 1.8892 -2.2187 -0.9272  -0.100
C5 1.4896 -2.9731 0.2189  -0.081
C6 1.4324 -2.3334 1.5192  -0.107
C7 1.6225 -0.9805 1.6852  -0.053
H1 2.7704 1.4341 1.3743  0.126
H2 0.9941 1.8134 0.7895  0.076
H3 2.3471 1.8107 -0.3437  0.038
H4 2.0565 -0.3714 -1.7231  0.097
H5 1.8888 -2.7913 -1.9014  0.117
H6 1.2783 -4.0581 0.2245  0.094
H7 1.0379 -2.8128 2.4348  0.104
H8 1.6604 -0.6548 2.6731  0.080
C8 -2.2372 1.0489 -1.7782  -0.151
C9 -2.4718 0.6901 -0.3542  -0.354
C10 -2.4973 1.9402 0.4084  -0.163
H9 -1.9628 0.2770 -2.4477  0.058
H10 -3.0876 1.5302 -2.1386  0.060
H11 -1.3492 1.6121 -1.8554  0.060
H12 -1.6517 -0.1217 -0.0884  0.135
H13 -3.5724 0.2379 -0.2081  0.141
H14 -1.7938 1.7571 1.2956  0.091
H15 -3.4720 1.9580 0.8843  0.066
H16 -2.1719 2.8706 0.0345  0.058

---

Entry 2:
The ion C9H15N3O2 with charge +2 at a distorted geometry. Source: the Open Molecules 2025 dataset; level of theory: ωB97M-V with the def2-TZVPD basis set.

Properties
charge: +2
E_tot: -18114.97497 eV
M: 197.24 g/mol
strongest force on any atom: 0.0984 Eh/bohr
2S+1: 3

Last column: Mulliken spin population.
Geometry (Å):
C1 1.1757 -0.7087 -3.8214  0.331
C2 1.7279 -0.0790 0.8574  0.005
C3 0.5479 0.5188 2.8717  0.000
C4 1.8789 0.2328 -0.6555  0.043
C5 0.9344 -0.7285 -2.6010  0.623
C6 0.4248 0.2587 1.4906  -0.001
C7 -0.7447 -0.5083 0.9313  -0.005
C8 -1.0503 -1.9565 1.2186  0.003
C9 -2.9634 1.2108 -1.0949  -0.001
N1 1.4744 -0.8261 -4.9977  0.799
N2 -1.6041 -0.0558 0.1416  0.003
N3 0.2782 1.6534 1.9797  0.001
O1 1.1405 -0.6847 -1.3528  0.177
O2 -1.7843 1.2254 -0.2344  0.001
H1 2.0321 -1.1026 0.8808  -0.002
H2 2.4953 0.4343 1.3781  0.003
H3 -0.2308 0.0855 3.4092  0.000
H4 1.4535 0.4226 3.3630  0.000
H5 1.6463 1.3850 -1.0107  0.002
H6 2.8979 0.0183 -1.0096  -0.005
H7 -0.5496 -2.4195 2.0305  0.000
H8 -0.9047 -2.6746 0.5077  0.001
H9 -2.1449 -2.1794 1.3964  0.000
H10 -3.5092 2.2710 -1.1601  0.000
H11 -3.6726 0.4840 -0.6546  0.000
H12 -2.5250 0.8336 -2.1193  0.001
H13 1.1929 -1.6186 -5.5979  0.021
H14 -0.6226 2.0677 2.0229  0.000
H15 1.0055 2.4403 1.8302  0.000

---

Entry 3:
A structure of composition C19H27N3O4S2V at a distorted geometry. Source: the Open Molecules 2025 dataset; level of theory: ωB97M-V with the def2-TZVPD basis set.

Properties
charge: +3
E_tot: -80132.38461 eV
M: 476.52 g/mol
strongest force on any atom: 0.0197 Eh/bohr

Last column: Löwdin charge in e.
Geometry (Å):
V1 0.6221 0.6329 0.9514  1.126
C1 -4.1722 -5.0640 -2.5584  -0.009
C2 -3.2951 -3.9170 -2.1817  -0.204
C3 -3.3622 -2.7089 -2.8918  0.015
C4 -2.5281 -1.6570 -2.5884  -0.013
C5 -1.6114 -1.8175 -1.5403  -0.322
C6 -1.5260 -3.0046 -0.8037  -0.037
C7 -2.3651 -4.0431 -1.1379  0.008
S1 -0.5824 -0.5124 -1.1758  0.743
O1 0.5907 -0.9950 -0.3513  -0.344
O2 -0.2552 0.3065 -2.2915  -0.229
N1 -1.1590 0.5138 0.0404  -0.135
C8 -1.7066 -0.2280 1.1220  -0.397
C9 -3.0009 -0.6760 1.2906  0.056
C10 -3.2534 -1.3793 2.4609  0.036
C11 -2.2370 -1.6032 3.3958  0.014
C12 -0.9747 -1.1093 3.1571  -0.035
N2 -0.7389 -0.4297 2.0192  0.004
H1 -5.1249 -4.7238 -2.9596  0.099
H2 -4.3528 -5.7274 -1.7149  0.096
H3 -3.6771 -5.6487 -3.3388  0.115
H4 -4.0720 -2.6078 -3.7022  0.139
H5 -2.5624 -0.7365 -3.1564  0.132
H6 -0.7910 -3.1174 -0.0172  0.124
H7 -2.2964 -4.9786 -0.5984  0.135
H8 -3.7626 -0.4807 0.5487  0.147
H9 -4.2487 -1.7579 2.6558  0.142
H10 -2.4338 -2.1557 4.3039  0.137
H11 -0.1477 -1.2448 3.8411  0.141
N3 1.9594 2.0439 4.4734  0.305
C13 1.2375 1.8656 3.4111  -0.393
O3 1.5631 0.9660 2.5446  -0.065
C14 -0.0094 2.6084 3.0842  -0.084
C15 -0.3016 2.3788 1.6065  -0.063
H12 2.7753 1.4688 4.6522  0.171
H13 1.7277 2.7587 5.1524  0.172
H14 0.0583 3.6717 3.3309  0.158
H15 -0.8061 2.1989 3.7141  0.154
H16 0.2481 3.0488 0.9398  0.108
H17 -1.3549 2.4060 1.3578  0.101
C16 3.4335 2.2693 -3.6978  -0.082
C17 2.4511 2.3307 -2.5280  -0.345
S2 2.8433 1.0182 -1.3689  1.183
O4 1.8006 1.3400 -0.1784  -0.556
C18 4.4187 1.4909 -0.6496  -0.346
C19 4.5568 2.9359 -0.2126  -0.088
H18 3.1162 3.0074 -4.4331  0.108
H19 3.4233 1.2939 -4.1841  0.098
H20 4.4504 2.5211 -3.4003  0.084
H21 1.4320 2.0983 -2.8399  0.091
H22 2.4748 3.2784 -1.9905  0.106
H23 5.1235 1.2077 -1.4403  0.118
H24 4.5633 0.7682 0.1570  0.108
H25 4.5508 3.6215 -1.0577  0.087
H26 5.5167 3.0502 0.2897  0.106
H27 3.7726 3.2236 0.4886  0.079

---

Entry 4:
A structure of composition C14H22N6OS2V. Source: the Open Molecules 2025 dataset; level of theory: ωB97M-V with the def2-TZVPD basis set.

Properties
energy relative to the best compared isomer or geometry (same formula, charge and spin): 5.8 kcal/mol
charge: +2
E_tot: -73207.41450 eV
M: 405.45 g/mol
strongest force on any atom: 0.0146 Eh/bohr
2S+1: 2

Last column: Mulliken spin population.
Geometry (Å):
V1 0.4525 0.2783 0.0617  1.027
C1 -2.4133 -4.2863 0.2719  0.001
C2 -1.9083 -3.3334 1.2865  0.000
N1 -2.0817 -3.4125 2.5643  0.000
N2 -1.4519 -2.3129 3.0784  0.000
C3 -0.8889 -1.5521 2.1548  -0.009
S1 -0.0448 -0.0716 2.3122  -0.023
N3 -1.1737 -2.1894 0.9975  -0.008
N4 -0.7051 -1.7109 -0.2369  0.003
H1 -2.9691 -5.0682 0.7824  0.000
H2 -1.5948 -4.7495 -0.2818  0.000
H3 -3.0790 -3.7910 -0.4363  0.000
H4 -1.4486 -2.1539 4.0754  0.000
H5 -1.5073 -1.4444 -0.8054  0.002
H6 -0.2086 -2.4683 -0.6970  0.002
C4 -2.2720 4.8555 -1.2402  0.000
C5 -2.3745 3.3418 -1.3895  0.001
S2 -0.7329 2.6243 -1.5267  0.005
O1 -0.9182 1.1366 -1.0574  0.007
C6 -0.4899 2.4949 -3.2989  -0.002
C7 -1.5021 1.6341 -4.0374  0.000
H7 -3.2764 5.2688 -1.1675  0.000
H8 -1.7905 5.3197 -2.1014  0.000
H9 -1.7245 5.1319 -0.3406  0.000
H10 -2.9569 3.0425 -2.2589  0.000
H11 -2.7943 2.8642 -0.5037  0.000
H12 0.5263 2.1050 -3.3862  0.000
H13 -0.4748 3.5318 -3.6461  0.000
H14 -1.7078 0.7087 -3.5016  0.000
H15 -1.0887 1.3747 -5.0107  0.000
H16 -2.4396 2.1579 -4.2108  0.000
N5 4.2556 -0.9127 -1.3984  0.000
C8 3.0969 -1.2230 -0.8124  0.001
N6 2.4173 -0.1514 -0.4401  0.005
C9 3.2136 0.9405 -0.8149  0.015
C10 3.0048 2.3073 -0.6329  -0.014
C11 3.9676 3.1609 -1.1284  -0.002
C12 5.1187 2.6747 -1.7747  0.000
C13 5.3480 1.3243 -1.9320  0.000
C14 4.3668 0.4736 -1.4327  -0.003
H17 4.9308 -1.5805 -1.7373  0.000
H18 2.7812 -2.2417 -0.6539  0.000
H19 2.1561 2.6974 -0.0784  -0.005
H20 3.8519 4.2283 -0.9995  0.000
H21 5.8516 3.3807 -2.1396  0.000
H22 6.2464 0.9545 -2.4063  0.000

---

Entry 5:
A cluster of 2 separate species, H3OPS in total at a distorted geometry. Source: the Open Molecules 2025 dataset; level of theory: ωB97M-V with the def2-TZVPD basis set.

Properties
energy relative to the best compared isomer or geometry (same formula, charge and spin): 89.5 kcal/mol
charge: 0
E_tot: -22216.45570 eV
M: 82.06 g/mol
strongest force on any atom: 0.0706 Eh/bohr

Last column: Löwdin charge in e.
Geometry (Å):
O1 1.7496 0.8943 0.3763  -0.730
P1 -1.2485 0.9611 -0.0079  0.622
S1 2.8161 0.0248 -0.2120  0.757
H1 -1.4012 2.3425 -0.1152  -0.239
H2 -0.7663 1.0298 1.1865  -0.317
H3 2.4255 -1.3295 -0.0427  -0.093